17
Properties=species:S:1:pos:R:3:forces:R:3:nbo_charge:R:1 method="wB97M-V/def2-TZVPD" total_energy_ev=-9441.3492 relative_energy_ev=1.694 lumo_ev=1.048 charge=0 multiplicity=1 smiles="CCO[C@@H](C)C=O" e_homo_ev=-9.581
C 0.5437 0.0476 -2.4668 0.017 -0.049 -0.038 -0.62
C -0.1499 0.6754 -1.2738 0.109 0.188 -0.190 -0.07
O -0.4797 -0.3294 -0.3192 -0.053 -0.062 0.001 -0.53
C -0.3392 0.1027 1.0211 -0.041 0.066 0.156 0.00
C -1.1164 -0.8321 1.9336 0.010 -0.024 -0.006 -0.62
C 1.1474 0.0533 1.3369 0.204 0.280 0.163 0.42
O 1.8039 0.9902 1.7203 -0.256 -0.384 -0.122 -0.51
H -0.0548 -0.7655 -2.8847 0.010 0.098 0.036 0.22
H 0.7046 0.7996 -3.2468 -0.040 -0.108 0.112 0.21
H 1.5174 -0.3608 -2.1801 -0.122 0.043 -0.005 0.21
H 0.5120 1.4263 -0.8229 -0.086 -0.067 -0.019 0.17
H -1.0713 1.1896 -1.5816 0.099 -0.074 0.053 0.17
H -0.6861 1.1385 1.1450 0.038 -0.128 -0.029 0.18
H -0.9933 -0.5224 2.9780 -0.046 -0.075 -0.179 0.22
H -2.1792 -0.8076 1.6759 0.162 0.028 0.035 0.23
H -0.7663 -1.8645 1.8248 -0.001 0.163 0.004 0.22
H 1.6070 -0.9409 1.1405 -0.004 0.104 0.028 0.11

---

38
Properties=species:S:1:pos:R:3:forces:R:3:nbo_charge:R:1 method="wB97M-V/def2-TZVPD" total_energy_ev=-77031.6370 relative_energy_ev=2.727 lumo_ev=-2.225 charge=0 multiplicity=1 e_homo_ev=-7.844
Cl -0.8974 2.5558 2.2008 -1.914 1.100 0.250 0.14
C -1.7647 1.7058 1.0006 0.858 2.550 -1.708 -0.03
C -1.7109 2.1915 -0.2924 0.762 -0.128 1.624 -0.15
Cl -0.6061 3.4347 -0.7495 -0.461 -0.097 0.075 0.08
C -2.5434 1.6507 -1.3488 0.063 -0.275 -2.213 0.42
O -2.3377 1.8562 -2.5430 -0.622 -0.352 2.090 -0.43
C -3.7268 0.7450 -0.8891 -1.011 -0.245 -1.563 0.43
O -4.5548 0.3543 -1.7060 1.463 0.713 1.542 -0.43
C -3.7341 0.3498 0.5331 1.022 0.230 1.165 -0.15
Cl -5.0408 -0.6147 1.0431 0.054 -0.238 -0.005 0.09
C -2.6993 0.6986 1.3830 -1.997 -1.617 -0.885 -0.05
Cl -2.4833 -0.1209 2.8735 -0.121 0.336 -0.064 0.10
C 0.9585 -2.0742 -4.8175 0.247 0.753 0.460 -0.25
O 1.1340 -0.8142 -4.1304 0.402 -0.312 -0.339 -0.50
C 1.2740 -0.7848 -2.7757 -0.701 -0.780 0.604 0.31
C 1.0956 0.4687 -2.1513 -0.007 -1.021 -0.505 -0.24
C 0.9630 0.5170 -0.7818 0.219 0.219 -0.125 -0.24
C 0.9685 -0.6431 -0.0139 0.080 -0.286 -1.011 0.19
N 0.9208 -0.4953 1.3756 0.005 -0.042 2.838 -0.44
C 0.7909 0.7302 2.0048 1.919 -0.768 -1.878 0.11
N 1.2719 0.5587 3.2340 0.298 -1.498 0.143 -0.41
C 1.4672 1.6362 4.1868 -0.339 0.041 0.276 -0.40
C 1.6354 -0.7885 3.4505 -0.315 0.237 0.076 -0.09
C 1.3745 -1.4482 2.3053 0.283 0.404 -0.325 -0.09
C 1.1743 -1.8872 -0.6159 0.387 0.493 0.214 -0.24
C 1.4182 -1.9590 -1.9876 -0.363 0.807 -0.496 -0.29
H 0.9173 -1.7927 -5.8691 0.028 -0.156 0.096 0.20
H 1.8058 -2.7446 -4.6382 -0.139 0.065 -0.102 0.17
H 0.0177 -2.5557 -4.5278 0.159 0.078 0.107 0.19
H 1.0272 1.3536 -2.7746 -0.035 -0.052 0.115 0.24
H 0.8769 1.4690 -0.2722 0.112 -0.264 -0.098 0.25
H 1.5898 2.5810 3.6567 0.090 -0.195 -0.040 0.23
H 0.5889 1.7241 4.8329 0.113 0.004 0.061 0.20
H 2.3498 1.4531 4.8099 -0.181 -0.042 -0.244 0.21
H 2.0337 -1.1537 4.3853 -0.084 0.065 -0.078 0.22
H 1.5277 -2.4802 2.0513 0.055 -0.037 0.122 0.22
H 1.2147 -2.7752 0.0123 0.056 0.093 -0.342 0.21
H 1.7032 -2.9020 -2.4544 -0.386 0.215 0.163 0.22